Entry 1:
Below is C22H14Cl5F6N2ORe as an isolated structure in a non-equilibrium geometry, with properties calculated with wB97M-V/def2-TZVPD.

Last column: natural (NBO) charge in e.
Element x y z (Å)
Re -0.211 -0.327 0.341  1.662
Cl 1.938 1.244 -0.493  0.141
Cl 4.191 -3.988 1.880  0.106
Cl 5.117 0.943 -0.111  0.102
Cl 6.188 -1.711 1.155  0.122
Cl 1.162 -3.536 1.586  0.066
F -2.964 0.497 1.717  -0.330
F -2.124 1.004 -0.596  -0.325
F -1.966 1.318 3.428  -0.309
F -3.159 2.871 -0.230  -0.282
F -3.519 2.447 2.456  -0.296
F -1.141 2.879 -0.967  -0.308
O -0.322 1.407 1.332  -0.742
N -0.641 -1.815 -0.990  -0.549
N -1.235 -1.656 1.447  -0.530
C -1.162 1.442 -3.939  -0.181
C 2.235 -2.282 1.158  0.033
C -0.140 -1.856 -2.355  -0.263
C 2.671 -0.134 0.243  0.022
C -0.548 0.515 -3.115  -0.261
C -1.541 -2.698 -0.615  0.181
C -1.887 -2.659 0.740  -0.027
C -2.365 -2.916 2.911  -0.291
C -0.822 -0.841 -3.247  0.026
C 3.611 -2.494 1.292  -0.119
C -2.046 1.016 -4.919  -0.195
C -2.310 -0.335 -5.070  -0.185
C 4.516 -1.485 0.939  -0.055
C -1.390 2.243 1.318  0.102
C 1.728 -1.082 0.652  -0.374
C 4.038 -0.284 0.385  -0.130
C -1.981 2.286 -0.122  0.955
C -2.620 -3.442 1.643  -0.136
C -2.486 1.646 2.248  0.954
C -1.712 -1.258 -4.229  -0.230
C -1.066 3.671 1.770  -0.635
C -1.518 -1.819 2.746  0.057
H -1.953 4.297 1.694  0.245
H -2.980 -0.673 -5.845  0.229
H -0.293 -2.856 -2.768  0.221
H -2.521 1.736 -5.566  0.229
H -3.250 -4.272 1.394  0.245
H -1.933 -3.447 -1.289  0.230
H -0.946 2.494 -3.823  0.224
H 0.177 0.852 -2.387  0.194
H -1.124 -1.169 3.507  0.236
H -0.722 3.639 2.800  0.248
H -0.265 4.080 1.159  0.241
H 0.935 -1.649 -2.308  0.221
H -2.733 -3.292 3.845  0.250
H -1.917 -2.311 -4.357  0.215

The HOMO energy (spin up / spin down) comes out at -11.67 / -11.83 eV. The value obtained for the frontier orbital gap (spin up / spin down) is 7.9490 / 6.8232 eV. The total charge is +1. As for the LUMO energy (spin up / spin down): -3.7 / -5.0 eV. The spin multiplicity is 4.

Entry 2:
Below is C3H7N3O2 as an isolated structure in a non-equilibrium geometry, with properties calculated with wB97M-V/def2-TZVPD.

Last column: natural (NBO) charge in e.
Element x y z (Å)
O 0.331 -0.120 -2.045  -0.426
O 0.446 1.168 1.125  -0.639
N -1.866 -0.177 1.957  -0.638
N 0.914 -0.996 -0.668  -0.137
N -1.406 -0.051 0.630  -0.501
C -0.238 0.569 0.335  0.700
C -0.154 0.943 -1.406  -0.133
C 2.148 -1.172 -0.605  -0.112
H -1.189 -0.714 2.500  0.344
H 0.516 1.811 -1.395  0.175
H 2.635 -1.080 0.365  0.227
H -1.204 1.157 -1.635  0.185
H -1.893 0.756 2.355  0.360
H 2.753 -1.381 -1.491  0.204
H -1.794 -0.714 -0.022  0.391

The HOMO energy (spin up / spin down) comes out at -9.16 / -9.16 eV. The calculation puts the energy above the lowest of the compared OMol25 structures with the same formula, charge and spin at 155.81 kcal/mol. The value obtained for the frontier orbital gap (spin up / spin down) is 8.6626 / 8.6632 eV. The total charge is 0. As for the LUMO energy (spin up / spin down): -0.5 / -0.5 eV.

Entry 3:
Below is C21H29FeGeN4OSe as an isolated structure, with properties calculated with wB97M-V/def2-TZVPD.

Last column: natural (NBO) charge in e.
Element x y z (Å)
Se 0.073 -7.517 -1.266  1.133
Ge -0.134 4.665 -0.016  1.642
Fe -0.373 -0.190 0.473  1.572
O 0.287 0.444 2.268  -0.829
N 1.271 -6.213 -1.226  -0.577
N -1.267 -6.453 -0.808  -0.576
N -1.617 -1.753 0.241  -0.662
N 1.061 -1.490 -0.233  -0.617
C -3.137 4.491 -0.901  -0.385
C 0.518 -2.729 -0.366  0.140
C -0.434 2.037 -1.625  -0.359
C -2.947 -4.162 -0.081  -0.040
C 1.286 -3.826 -0.756  -0.045
C 0.635 -5.118 -0.889  0.095
C -4.206 3.712 -1.649  -0.611
C -1.564 -4.096 -0.280  -0.069
C -0.374 -0.014 3.512  -0.254
C -0.924 -2.868 -0.120  0.246
C -3.640 -3.020 0.266  -0.225
C 2.648 -3.630 -1.013  -0.052
C -2.941 -1.834 0.420  0.077
C 2.358 -1.323 -0.497  0.071
C -0.229 1.645 -3.104  -0.399
C 3.185 -2.368 -0.885  -0.221
C -1.682 4.713 1.127  -0.872
C -0.767 -5.251 -0.658  0.084
C -2.834 3.944 0.490  -0.411
C 0.378 3.283 -1.268  -0.943
C -0.901 2.611 -4.070  -0.620
H -3.455 -0.923 0.701  0.218
H -0.002 -1.002 3.768  0.222
H -0.467 3.613 -4.048  0.207
H -1.439 -0.038 3.302  0.205
H 0.843 1.574 -3.306  0.218
H -0.162 0.708 4.294  0.233
H -0.102 1.101 -1.096  0.093
H 4.230 -2.180 -1.083  0.269
H -1.924 5.773 1.257  0.288
H 1.238 0.505 2.429  0.531
H -2.587 2.876 0.424  0.172
H 2.754 -0.320 -0.398  0.210
H -2.203 4.490 -1.508  0.155
H 3.255 -4.474 -1.316  0.277
H -3.720 4.013 1.124  0.258
H -5.146 3.730 -1.098  0.241
H 1.436 3.064 -1.091  0.281
H -1.970 2.693 -3.867  0.215
H 0.862 5.820 -0.006  -0.103
H -4.395 4.137 -2.633  0.249
H -3.453 -5.111 -0.210  0.277
H 0.418 3.906 -2.177  0.299
H -3.918 2.666 -1.785  0.189
H -0.788 2.256 -5.093  0.262
H -0.641 0.645 -3.253  0.221
H -1.379 4.359 2.120  0.282
H -1.505 2.167 -1.455  0.227
H -4.709 -3.036 0.420  0.271
H -3.422 5.543 -0.819  0.241

The HOMO energy (spin up / spin down) comes out at -16.49 / -16.49 eV. The value obtained for the frontier orbital gap (spin up / spin down) is 6.4296 / 6.3841 eV. The total charge is +3. As for the LUMO energy (spin up / spin down): -10.1 / -10.1 eV. The spin multiplicity is 5.